[1]
Density functional theory data (the ωB97M-V functional and the def2-TZVPD basis) for an isolated molecule of C4H12N2.

- E_HOMO: -8.5 eV
- Kohn-Sham gap: 9.6 eV

ORCA input file:
```
! wB97M-V def2-TZVPD RIJCOSX def2/J DEFGRID3
* xyz 0 1
N -0.28 0.01 1.60
C 0.88 0.04 0.75
C 1.59 1.39 0.75
C 0.55 -0.33 -0.77
N -0.71 -1.06 -0.93
C -1.82 -0.19 -1.28
H -0.63 -0.93 1.74
H -1.02 0.62 1.30
H 1.57 -0.77 1.01
H 2.07 1.46 1.72
H 0.82 2.12 0.51
H 2.31 1.38 -0.06
H 1.38 -0.93 -1.11
H 0.48 0.67 -1.21
H -0.55 -1.69 -1.70
H -1.81 0.83 -0.89
H -1.91 -0.10 -2.37
H -2.78 -0.56 -0.89
*
```

Results of the natural (NBO) charge analysis, in e, for atoms 1 through 4:
1 N -0.841
2 C -0.042
3 C -0.614
4 C -0.242

=====

[2]
Density functional theory data (the ωB97M-V functional and the def2-TZVPD basis) for a structure of composition C4H12N2.

- E_HOMO (spin up / spin down): -7.1 / -7.1 eV
- Kohn-Sham gap (spin up / spin down): 7.6 / 7.6 eV

ORCA input file:
```
! wB97M-V def2-TZVPD RIJCOSX def2/J DEFGRID3
* xyz 0 1
C 0.78 0.08 -0.24
C -0.05 -0.31 -1.31
C 1.79 -0.93 0.27
C 1.28 1.52 -0.23
N -1.66 -0.11 0.62
N -2.88 -0.58 1.14
H -1.83 0.77 0.14
H -0.32 0.03 0.70
H -3.71 -0.07 0.84
H -2.99 -1.57 0.97
H -0.56 0.41 -1.93
H -0.22 -1.36 -1.52
H 0.49 2.21 -0.55
H 2.67 -0.97 -0.37
H 1.36 -1.93 0.31
H 2.13 -0.66 1.28
H 2.14 1.65 -0.90
H 1.59 1.81 0.78
*
```

Results of the natural (NBO) charge analysis, in e, for atoms 1 through 4:
1 C -0.282
2 C -0.209
3 C -0.611
4 C -0.611

=====

[3]
Density functional theory data (the ωB97M-V functional and the def2-TZVPD basis) for a cluster of 2 separate species, C4H12N2 in total.

- E_HOMO: -8.9 eV
- Kohn-Sham gap: 9.9 eV

ORCA input file:
```
! wB97M-V def2-TZVPD RIJCOSX def2/J DEFGRID3
* xyz 0 1
C 0.87 0.76 1.97
C 1.52 -0.60 1.74
N 1.60 -0.92 0.31
H -0.21 0.74 2.02
H 1.21 1.11 2.96
H 1.35 1.50 1.34
H 2.56 -0.48 2.14
H 1.20 -1.44 2.35
H 1.93 -0.10 -0.18
H 2.16 -1.74 0.14
C -1.55 1.31 -1.02
C -1.10 -0.82 -1.79
N -1.97 0.10 -1.73
H -1.64 1.12 0.06
H -2.15 2.15 -1.32
H -0.51 1.59 -1.26
H -1.17 -1.71 -2.42
H -0.14 -0.76 -1.29
*
```

Results of the natural (NBO) charge analysis, in e, for atoms 1 through 4:
1 C -0.622
2 C -0.212
3 N -0.850
4 H 0.213

=====

[4]
Density functional theory data (the ωB97M-V functional and the def2-TZVPD basis) for a structure of composition C4H12N2.

- E_HOMO (spin up / spin down): -14.1 / -14.0 eV
- Kohn-Sham gap (spin up / spin down): 11.2 / 6.2 eV

ORCA input file:
```
! wB97M-V def2-TZVPD RIJCOSX def2/J DEFGRID3
* xyz 1 2
C 2.50 0.00 0.44
N 1.12 0.42 0.42
C 0.49 0.20 -0.91
C -1.00 0.56 -0.97
C -1.87 -0.36 -0.11
N -1.17 -0.30 1.57
H 3.09 0.78 -0.04
H 2.95 -0.03 1.48
H 2.68 -0.99 -0.07
H 0.55 -0.17 1.15
H 0.66 -1.01 -1.22
H 1.06 0.93 -1.62
H -1.44 0.83 -2.03
H -1.06 1.51 -0.55
H -2.88 0.02 -0.34
H -2.04 0.21 0.95
H -1.60 -1.08 2.08
H -2.05 -1.52 -0.24
*
```

Results of the natural (NBO) charge analysis, in e, for atoms 1 through 4:
1 C -0.505
2 N -0.154
3 C -0.285
4 C -0.458

=====

[5]
Density functional theory data (the ωB97M-V functional and the def2-TZVPD basis) for a cluster of 2 separate species, C4H12N2 in total.

- E_HOMO (spin up / spin down): -14.0 / -14.0 eV
- Kohn-Sham gap (spin up / spin down): 9.2 / 5.0 eV

ORCA input file:
```
! wB97M-V def2-TZVPD RIJCOSX def2/J DEFGRID3
* xyz 1 2
C 0.81 -1.03 -0.33
C 1.32 -1.31 -1.73
C 2.57 -0.48 -2.07
H 0.38 -1.85 0.27
H 1.67 -0.79 0.30
H -0.03 -0.33 -0.24
H 1.62 -2.35 -1.86
H 0.53 -1.06 -2.44
H 2.61 0.45 -1.49
H 2.44 -0.11 -3.09
H 3.54 -0.95 -2.04
N -2.04 1.17 1.18
C -2.44 1.36 2.41
N -3.70 1.70 2.73
H -1.06 1.21 0.90
H -2.87 0.98 0.61
H -1.66 1.47 3.16
H -3.69 1.91 3.73
*
```

Results of the natural (NBO) charge analysis, in e, for atoms 1 through 4:
1 C -0.606
2 C -0.414
3 C -0.615
4 H 0.216

=====

[6]
Density functional theory data (the ωB97M-V functional and the def2-TZVPD basis) for a structure of composition C4H12N2.

- E_HOMO (spin up / spin down): -14.7 / -14.4 eV
- Kohn-Sham gap (spin up / spin down): 9.4 / 6.8 eV

ORCA input file:
```
! wB97M-V def2-TZVPD RIJCOSX def2/J DEFGRID3
* xyz 1 2
C 1.81 -0.65 -1.59
C 2.17 0.21 -0.35
C 1.10 0.22 0.69
N -0.70 0.26 -0.16
C -1.63 0.40 0.86
N -2.79 -0.37 0.53
H 2.57 -0.57 -2.36
H 0.88 -0.27 -2.02
H 1.69 -1.68 -1.28
H 3.01 -0.28 0.17
H 2.47 1.20 -0.63
H 0.14 0.94 0.15
H 1.29 0.91 1.52
H 0.86 -0.77 1.08
H -1.24 0.06 1.84
H -1.87 1.46 1.01
H -2.63 -1.00 -0.25
H -3.59 0.21 0.33
*
```

Results of the natural (NBO) charge analysis, in e, for atoms 1 through 4:
1 C -0.603
2 C -0.454
3 C -0.215
4 N -0.192

=====

[7]
Density functional theory data (the ωB97M-V functional and the def2-TZVPD basis) for the ion C4H12N2 with charge +1.

- E_HOMO (spin up / spin down): -11.0 / -11.8 eV
- Kohn-Sham gap (spin up / spin down): 7.2 / 7.9 eV

ORCA input file:
```
! wB97M-V def2-TZVPD RIJCOSX def2/J DEFGRID3
* xyz 1 2
C -1.62 0.15 0.60
C -0.24 0.14 -0.09
C 0.85 -0.63 0.68
C 2.99 -0.17 -0.62
N 2.00 -0.98 -0.16
N -2.55 0.99 -0.25
H -1.65 0.56 1.61
H -1.97 -0.88 0.59
H 0.13 1.13 -0.36
H -0.47 -0.47 -0.98
H 0.49 -1.58 1.08
H 1.29 -0.02 1.46
H 2.98 0.45 -1.50
H 4.01 -0.25 -0.22
H 1.98 -1.96 -0.44
H -2.14 1.92 -0.21
H -2.55 0.67 -1.23
H -3.54 0.93 0.03
*
```

Results of the natural (NBO) charge analysis, in e, for atoms 1 through 4:
1 C -0.220
2 C -0.439
3 C -0.204
4 C -0.093

=====

[8]
Density functional theory data (the ωB97M-V functional and the def2-TZVPD basis) for a cluster of 2 separate species, C4H12N2 in total.

- E_HOMO: -18.5 eV
- Kohn-Sham gap: 8.5 eV

ORCA input file:
```
! wB97M-V def2-TZVPD RIJCOSX def2/J DEFGRID3
* xyz 2 1
C 0.64 -0.24 -0.13
C -0.03 1.06 0.03
C -1.38 0.44 -0.42
C -1.45 -0.07 -1.67
N -2.43 0.15 0.70
N 3.09 -0.76 0.58
H 1.37 -0.57 -0.87
H 0.31 -0.92 0.65
H 0.26 1.98 -0.58
H 0.16 1.42 1.10
H -2.37 -0.20 -2.17
H -0.52 -0.15 -2.23
H -2.45 -0.81 1.07
H -2.17 0.68 1.53
H -3.35 0.44 0.31
H 3.43 -1.69 0.33
H 3.18 -0.73 1.59
H 3.71 -0.04 0.18
*
```

Results of the natural (NBO) charge analysis, in e, for atoms 1 through 4:
1 C 0.097
2 C -0.590
3 C 0.133
4 C -0.218

=====

[9]
Density functional theory data (the ωB97M-V functional and the def2-TZVPD basis) for a cluster of 2 separate species, C4H12N2O in total.

- E_HOMO (spin up / spin down): 1.3 / -5.1 eV
- Kohn-Sham gap (spin up / spin down): 2.4 / 8.7 eV

ORCA input file:
```
! wB97M-V def2-TZVPD RIJCOSX def2/J DEFGRID3
* xyz -1 2
C 0.11 -1.10 -0.45
C -0.88 -0.91 0.70
C -0.93 0.55 1.11
C 0.25 1.17 1.34
N 0.56 2.52 1.67
N 0.75 -2.44 -0.53
H 0.99 -0.51 -0.23
H -0.27 -0.95 -1.46
H -1.85 -1.40 0.65
H -0.39 -1.33 1.57
H -1.85 1.10 1.14
H 1.11 0.39 1.52
H 1.04 2.63 2.54
H -0.18 3.09 1.34
H 1.50 -2.41 0.15
H 0.09 -3.20 -0.59
H -0.19 1.61 -3.88
H 0.23 0.17 -3.46
O -0.09 1.02 -3.12
*
```

Results of the natural (NBO) charge analysis, in e, for atoms 1 through 4:
1 C -0.306
2 C -0.468
3 C -0.280
4 C -0.023

=====

[10]
Density functional theory data (the ωB97M-V functional and the def2-TZVPD basis) for a cluster of 2 separate species, C4H12N2O in total.

- E_HOMO: -7.2 eV
- Kohn-Sham gap: 7.4 eV

ORCA input file:
```
! wB97M-V def2-TZVPD RIJCOSX def2/J DEFGRID3
* xyz 0 1
C -0.51 -0.27 1.98
C -0.35 1.08 1.16
C 0.36 0.89 -0.16
C 0.53 1.59 -1.34
N 1.40 2.61 -1.59
N -1.02 -1.20 1.04
H 0.45 -0.76 2.43
H -1.25 0.02 2.83
H -0.06 1.84 1.84
H -1.36 1.58 0.95
H 1.10 0.19 0.13
H -0.39 1.68 -1.87
H 0.93 3.24 -2.38
H 2.45 2.26 -1.56
H -1.14 -0.66 0.16
H -2.05 -1.29 1.29
H -0.65 -3.37 -0.39
H -0.18 -3.45 -1.84
O -0.08 -3.86 -0.95
*
```

Results of the natural (NBO) charge analysis, in e, for atoms 1 through 4:
1 C -0.219
2 C -0.428
3 C -0.384
4 C 0.069

=====

In the order shown, the computed energy above the lowest of the compared OMol25 structures with the same formula, charge and spin values come out to 23.6; 113.5; 40.5; 114.3; 38.5; 84.0; 20.9; 94.3; 47.8; 136.6 kcal/mol.